[1]
# C3H2O3

2 unconnected molecules or ions with the total composition C3H2O3 at a distorted geometry (the ωB97M-V functional and the def2-TZVPD basis, OMol25).

Output
charge: -1
multiplicity: 2
ΔE to the lowest compared entry with this formula, charge and spin: 0.000 eV
Kohn-Sham gap (spin up / spin down): 6.806 / 6.322 eV

Cartesian coordinates (Å):
O (-0.94, 1.22, 2.52)
C (-0.42, 1.38, 1.47)
O (0.06, 2.08, 0.66)
O (-0.32, -0.84, 0.43)
C (0.05, -1.28, -0.73)
C (0.73, -0.63, -1.71)
H (-0.16, -2.36, -0.90)
H (1.00, 0.43, -1.74)

***

[2]
# C3H2O3

C3H2O3 in the gas phase (the ωB97M-V functional and the def2-TZVPD basis, OMol25).

Output
charge: 0
ΔE to the lowest compared entry with this formula, charge and spin: 3.439 eV
Kohn-Sham gap: 8.549 eV

Cartesian coordinates (Å):
O (-1.51, 0.33, 1.12)
C (-0.28, 0.70, 0.95)
C (0.17, 0.48, -0.44)
O (0.08, 1.33, -1.31)
C (0.92, -0.82, -0.70)
O (0.97, -1.70, 0.12)
H (-1.76, 0.52, 2.04)
H (1.38, -0.89, -1.71)

***

[3]
# C3H2O3

C3H2O3 in the gas phase at a distorted geometry (the ωB97M-V functional and the def2-TZVPD basis, OMol25).

Output
charge: 0
SMILES string: O=CC(=O)C=O
ΔE to the lowest compared entry with this formula, charge and spin: 3.012 eV
Kohn-Sham gap: 9.145 eV

Cartesian coordinates (Å):
O (-1.96, -0.10, 1.16)
C (-1.12, 0.68, 0.80)
C (-0.04, 0.26, -0.17)
O (-0.01, 0.78, -1.26)
C (1.27, -0.98, -0.42)
O (1.84, -1.79, 0.23)
H (-1.08, 1.70, 1.19)
H (1.09, -0.56, -1.53)

***

[4]
# C3H2O3

C3H2O3 in the gas phase (the ωB97M-V functional and the def2-TZVPD basis, OMol25).

Output
charge: 0
SMILES string: O=CC(=O)C=O
ΔE to the lowest compared entry with this formula, charge and spin: 1.569 eV
Kohn-Sham gap: 8.966 eV

Cartesian coordinates (Å):
O (-2.00, -0.12, 0.79)
C (-1.02, 0.58, 0.69)
C (-0.03, 0.35, -0.46)
O (-0.02, 1.06, -1.43)
C (0.95, -0.82, -0.35)
O (1.24, -1.29, 0.72)
H (-0.82, 1.44, 1.35)
H (1.42, -1.12, -1.31)

***

[5]
# C3H2O3Pm

A molecular structure, C3H2O3Pm at a distorted geometry (the ωB97M-V functional and the def2-TZVPD basis, OMol25).

Output
charge: +2
multiplicity: 6
ΔE to the lowest compared entry with this formula, charge and spin: 1.030 eV
Kohn-Sham gap (spin up / spin down): 4.194 / 6.633 eV

Cartesian coordinates (Å):
O (1.23, -1.30, -0.14)
C (-0.01, -1.43, 0.02)
C (-0.80, -0.25, 0.26)
O (-0.21, 0.93, 0.01)
Pm (2.11, 0.90, -0.19)
H (-0.49, -2.41, -0.15)
C (-2.13, -0.24, -0.03)
O (-2.95, -1.23, -0.25)
H (-3.65, -1.29, 0.42)

***

[6]
# C3H2O3Pr

A molecular structure, C3H2O3Pr at a distorted geometry (the ωB97M-V functional and the def2-TZVPD basis, OMol25).

Output
charge: +1
multiplicity: 3
Kohn-Sham gap (spin up / spin down): 5.657 / 7.107 eV

Cartesian coordinates (Å):
O (-0.48, -0.98, -1.73)
C (0.53, 0.15, 2.41)
C (0.82, -1.33, -1.67)
O (-0.53, 0.42, 1.99)
O (1.21, 0.24, 0.02)
C (1.67, -0.75, -0.80)
Pr (-0.97, 0.71, -0.43)
H (1.18, -2.09, -2.38)
H (2.73, -1.03, -0.72)

***

[7]
# C3H2OS3

C3H2OS3 in the gas phase at a distorted geometry (the ωB97M-V functional and the def2-TZVPD basis, OMol25).

Output
charge: 0
SMILES string: S=C1OCSC1=S
ΔE to the lowest compared entry with this formula, charge and spin: 2.498 eV
Kohn-Sham gap: 7.451 eV

Cartesian coordinates (Å):
S (-2.78, -0.44, -0.27)
C (-1.17, -0.21, 0.15)
O (-0.14, -1.21, 0.54)
C (1.18, -0.67, -0.02)
S (1.20, 1.01, -0.30)
C (-0.49, 1.18, 0.11)
S (-1.36, 2.49, 0.15)
H (2.07, -0.83, 0.67)
H (1.49, -1.32, -1.02)

***

[8]
# C3H2OS4

C3H2OS4 in the gas phase (the ωB97M-V functional and the def2-TZVPD basis, OMol25).

Output
charge: 0
SMILES string: O=C(S)C(=S)C(=S)S
ΔE to the lowest compared entry with this formula, charge and spin: 0.008 eV
Kohn-Sham gap: 7.270 eV

Cartesian coordinates (Å):
O (-0.94, 1.09, -0.97)
C (0.23, 0.91, -0.75)
S (1.55, 1.85, -1.51)
C (0.68, -0.20, 0.19)
S (2.20, -0.71, 0.32)
C (-0.43, -0.79, 0.98)
S (-0.99, 0.01, 2.29)
S (-1.00, -2.32, 0.37)
H (0.70, 2.62, -2.21)
H (-2.00, -2.46, 1.27)

***

[9]
# C3H31O13Y

A molecular structure, C3H31O13Y at a distorted geometry (the ωB97M-V functional and the def2-TZVPD basis, OMol25).

Output
charge: +2
ΔE to the lowest compared entry with this formula, charge and spin: 12.754 eV
Kohn-Sham gap: 3.004 eV

Cartesian coordinates (Å):
Y (12.60, -22.75, -8.78)
C (15.57, -20.64, -3.08)
C (14.35, -21.30, -3.78)
C (13.06, -20.55, -3.46)
O (14.60, -21.65, -5.14)
H (15.37, -20.32, -2.06)
H (15.77, -19.77, -3.70)
H (16.49, -21.22, -3.10)
H (14.25, -22.26, -3.26)
H (12.99, -20.34, -2.39)
H (12.19, -21.18, -3.64)
H (13.05, -19.63, -4.04)
O (11.17, -19.50, -8.06)
H (10.23, -19.35, -8.04)
H (11.55, -18.65, -7.83)
O (7.55, -18.62, -2.63)
H (7.25, -18.52, -1.73)
H (8.33, -18.07, -2.69)
O (20.12, -17.63, -3.54)
H (20.50, -18.05, -4.31)
H (20.69, -17.90, -2.81)
O (17.09, -15.67, -7.55)
H (17.35, -16.59, -7.56)
H (17.89, -15.19, -7.76)
O (16.79, -14.94, -1.46)
H (17.12, -14.05, -1.58)
H (17.25, -15.46, -2.12)
O (18.26, -19.76, -7.43)
H (17.75, -20.25, -6.78)
H (19.16, -19.80, -7.10)
O (21.15, -21.68, -2.14)
H (20.19, -21.69, -2.17)
H (21.42, -22.06, -2.97)
O (16.89, -25.54, -4.15)
H (16.54, -24.66, -4.27)
H (16.12, -26.09, -4.06)
O (13.11, -25.94, -6.75)
H (12.98, -26.83, -7.08)
H (13.47, -26.06, -5.87)
O (15.16, -19.82, -10.01)
H (16.00, -19.64, -9.58)
H (15.09, -19.15, -10.69)
O (7.65, -19.96, -6.51)
H (7.47, -19.93, -5.57)
H (7.93, -20.87, -6.67)
O (12.95, -15.82, -7.40)
H (12.88, -15.51, -6.49)
H (13.86, -15.64, -7.64)

***

[10]
# C3H33O14

14 unconnected molecules or ions with the total composition C3H33O14 at a distorted geometry (the ωB97M-V functional and the def2-TZVPD basis, OMol25).

Output
charge: -1
ΔE to the lowest compared entry with this formula, charge and spin: 1.617 eV
Kohn-Sham gap: 7.214 eV

Cartesian coordinates (Å):
C (0.37, -2.50, 0.09)
C (0.31, -1.00, 0.62)
C (-0.29, -0.19, -0.41)
O (-0.50, -0.88, 1.77)
H (0.62, -2.67, -0.97)
H (-0.55, -3.14, 0.24)
H (0.99, -2.98, 0.82)
H (1.31, -0.74, 0.88)
H (-1.28, -0.53, -0.68)
H (0.43, -0.12, -1.24)
H (-0.48, 0.87, -0.08)
O (0.48, -0.85, -4.47)
H (0.95, -0.64, -3.71)
H (-0.12, -1.44, -4.05)
O (0.52, 3.04, 0.98)
H (1.13, 3.76, 1.08)
H (1.00, 2.33, 0.56)
O (-0.66, -1.07, 4.39)
H (-1.58, -0.93, 4.45)
H (-0.41, -0.81, 3.51)
O (-2.96, -2.10, 2.03)
H (-2.07, -2.10, 1.70)
H (-3.59, -2.49, 1.41)
O (0.69, 1.19, 3.12)
H (0.42, 0.43, 2.61)
H (0.63, 1.83, 2.41)
O (-1.41, 1.35, -3.05)
H (-1.46, 0.42, -3.04)
H (-1.68, 1.62, -2.18)
O (2.31, -1.89, 2.97)
H (2.84, -1.25, 2.58)
H (1.81, -2.25, 2.24)
O (-2.38, 2.56, -0.62)
H (-2.09, 2.20, 0.22)
H (-1.89, 3.35, -0.63)
O (1.11, 2.48, -2.42)
H (1.48, 1.64, -2.36)
H (0.31, 2.22, -2.89)
O (-1.38, -1.77, -2.88)
H (-1.03, -1.93, -2.02)
H (-2.36, -1.61, -2.69)
O (2.53, 0.10, -2.47)
H (2.59, -0.08, -1.55)
H (3.47, 0.14, -2.66)
O (-2.45, 0.92, 1.75)
H (-1.75, 0.26, 1.58)
H (-2.29, 1.52, 2.46)
O (2.42, 1.27, 0.12)
H (2.79, 0.79, 0.85)
H (3.14, 1.65, -0.40)